{
  "formula": "C35H80B5F20N5O",
  "method": "the ωB97M-V functional and the def2-TZVPD basis",
  "symbols": ["C", "C", "O", "N", "H", "H", "C", "H", "H", "H", "H", "H", "H", "C", "C", "C", "N", "C", "C", "C", "C", "C", "H", "H", "H", "H", "H", "H", "H", "H", "H", "H", "H", "H", "H", "H", "H", "H", "H", "H", "C", "C", "C", "N", "C", "C", "C", "C", "C", "H", "H", "H", "H", "H", "H", "H", "H", "H", "H", "H", "H", "H", "H", "H", "H", "H", "H", "C", "C", "C", "N", "C", "C", "C", "C", "C", "H", "H", "H", "H", "H", "H", "H", "H", "H", "H", "H", "H", "H", "H", "H", "H", "H", "H", "C", "C", "C", "N", "C", "C", "C", "C", "C", "H", "H", "H", "H", "H", "H", "H", "H", "H", "H", "H", "H", "H", "H", "H", "H", "H", "H", "B", "F", "F", "F", "F", "B", "F", "F", "F", "F", "B", "F", "F", "F", "F", "B", "F", "F", "F", "F", "B", "F", "F", "F", "F"],
  "positions_angstrom": [[1.233, -22.905, 8.817], [1.161, -23.635, 10.142], [1.941, -24.560, 10.485], [-0.064, -23.293, 10.938], [0.219, -22.686, 11.695], [-0.661, -22.757, 10.324], [-0.828, -24.578, 11.374], [2.131, -22.999, 8.207], [1.049, -21.856, 9.051], [0.443, -23.207, 8.129], [-0.979, -25.208, 10.498], [-1.791, -24.220, 11.740], [-0.300, -25.136, 12.147], [-2.779, -26.254, 6.185], [-1.519, -26.674, 6.968], [-0.335, -26.996, 6.035], [0.950, -27.420, 6.693], [1.559, -26.316, 7.521], [2.088, -27.921, 5.708], [2.649, -29.204, 6.432], [2.068, -29.196, 7.807], [0.730, -28.594, 7.669], [-3.675, -26.208, 6.804], [-2.990, -27.006, 5.425], [-2.697, -25.277, 5.710], [-1.766, -27.517, 7.613], [-1.272, -25.777, 7.536], [-0.031, -26.190, 5.368], [-0.603, -27.912, 5.510], [2.601, -26.511, 7.773], [0.987, -26.180, 8.438], [1.661, -25.476, 6.833], [2.871, -27.206, 5.452], [1.685, -28.323, 4.779], [3.730, -29.193, 6.299], [2.304, -30.091, 5.900], [2.605, -28.621, 8.562], [2.035, -30.253, 8.072], [0.265, -28.394, 8.635], [0.055, -29.320, 7.218], [9.213, -25.459, 11.851], [8.056, -24.638, 11.396], [6.805, -24.961, 12.216], [5.721, -23.849, 12.159], [4.349, -24.540, 12.415], [5.952, -22.645, 13.038], [5.053, -21.533, 12.458], [4.735, -21.915, 10.978], [5.619, -23.120, 10.782], [9.539, -25.173, 12.851], [10.117, -25.367, 11.249], [8.999, -26.527, 11.889], [7.945, -24.831, 10.329], [8.285, -23.581, 11.533], [6.969, -24.953, 13.293], [6.265, -25.892, 12.041], [4.197, -25.233, 11.587], [3.583, -23.766, 12.441], [4.445, -25.007, 13.395], [5.676, -22.842, 14.074], [7.036, -22.553, 12.969], [4.154, -21.403, 13.061], [5.634, -20.615, 12.546], [3.680, -22.104, 10.785], [5.049, -21.048, 10.396], [5.222, -23.777, 10.007], [6.592, -22.678, 10.566], [-4.409, -26.272, 9.883], [-4.810, -27.436, 10.799], [-5.831, -27.078, 11.886], [-6.011, -28.315, 12.858], [-4.687, -28.540, 13.767], [-6.445, -29.557, 12.004], [-7.451, -30.292, 12.889], [-8.289, -29.194, 13.493], [-7.233, -28.054, 13.704], [-3.903, -25.482, 10.438], [-5.308, -25.849, 9.433], [-3.763, -26.594, 9.066], [-3.918, -27.824, 11.291], [-5.050, -28.302, 10.181], [-6.826, -26.928, 11.466], [-5.533, -26.212, 12.477], [-3.830, -28.776, 13.135], [-4.857, -29.385, 14.435], [-4.488, -27.595, 14.272], [-5.516, -30.070, 11.756], [-6.927, -29.159, 11.112], [-6.976, -30.863, 13.688], [-7.999, -30.952, 12.217], [-8.794, -29.481, 14.416], [-9.034, -28.856, 12.773], [-6.987, -27.807, 14.737], [-7.810, -27.206, 13.336], [-3.304, -24.152, 14.078], [-3.729, -22.640, 14.339], [-3.510, -22.081, 15.770], [-4.121, -20.606, 15.839], [-5.646, -20.591, 15.341], [-3.269, -19.604, 15.067], [-3.627, -18.272, 15.698], [-4.141, -18.555, 17.097], [-3.965, -20.043, 17.237], [-3.708, -24.496, 13.126], [-3.749, -24.713, 14.900], [-2.227, -24.312, 14.026], [-4.775, -22.486, 14.075], [-3.203, -21.888, 13.751], [-2.445, -22.045, 16.001], [-3.959, -22.644, 16.588], [-6.173, -21.302, 15.977], [-5.722, -20.747, 14.265], [-6.122, -19.623, 15.498], [-3.515, -19.759, 14.017], [-2.215, -19.828, 15.233], [-4.390, -17.742, 15.128], [-2.649, -17.804, 15.586], [-5.192, -18.267, 17.087], [-3.671, -18.023, 17.925], [-4.626, -20.471, 17.990], [-2.964, -20.300, 17.586], [0.371, -21.602, 13.950], [1.709, -21.711, 14.040], [-0.159, -22.934, 13.883], [-0.137, -20.955, 15.107], [0.046, -20.953, 12.796], [-2.623, -21.915, 9.198], [-3.222, -20.974, 8.409], [-1.275, -21.624, 9.289], [-3.161, -22.027, 10.489], [-2.588, -23.196, 8.629], [0.470, -24.352, 3.978], [0.675, -23.939, 5.303], [0.581, -23.274, 3.125], [1.373, -25.243, 3.480], [-0.786, -24.910, 3.751], [-1.057, -27.918, 12.278], [-1.745, -26.922, 12.918], [-1.440, -29.155, 12.850], [-1.436, -27.811, 10.947], [0.282, -27.570, 12.383], [4.075, -19.924, 7.599], [3.091, -19.368, 8.416], [3.773, -21.274, 7.325], [4.193, -19.149, 6.457], [5.341, -19.800, 8.193]],
  "atomic_forces_ev_per_a": [[0.093, 0.294, 0.634], [2.475, -3.195, -1.293], [-2.921, 3.345, -0.330], [0.955, -2.864, -0.052], [-0.214, 0.312, 0.969], [-0.723, 0.980, -0.728], [0.285, 0.967, 0.124], [0.387, -0.117, 0.703], [0.037, 0.215, -0.379], [-0.577, -0.087, 0.311], [0.103, 0.220, -0.011], [0.193, -0.055, -0.084], [0.123, 0.374, -0.217], [0.052, -0.473, -0.449], [0.246, 1.229, -0.294], [-0.146, -0.637, -0.208], [1.221, -0.557, 1.590], [0.428, 0.357, -0.798], [-0.790, -1.875, 0.492], [0.390, 1.451, -1.503], [1.131, -0.958, 0.836], [-0.867, -0.565, -0.881], [0.214, -0.054, 0.351], [-0.060, 0.073, -0.273], [0.343, -0.159, -0.063], [0.221, 0.027, 0.155], [0.172, -0.211, 0.568], [-0.606, -0.130, -0.051], [-0.074, 0.232, -0.636], [-0.171, -0.622, 0.145], [-0.062, 0.329, -0.348], [-0.660, 0.500, 0.334], [-0.634, 0.515, 0.485], [-0.601, 0.839, 0.021], [0.055, -0.120, 0.572], [-0.138, 0.052, -0.018], [0.446, -0.273, -0.120], [-0.253, 0.197, 0.798], [0.078, 0.999, -0.189], [-0.100, 0.189, -0.552], [1.235, -0.702, 0.920], [-0.513, -0.094, -0.083], [-1.050, 1.560, 0.632], [-1.532, -0.399, -1.843], [1.402, 1.121, 0.085], [-0.451, -0.817, 0.127], [0.411, -0.055, 0.280], [0.103, 0.696, 1.317], [-0.103, 0.078, -0.152], [-0.127, -0.025, 0.205], [-0.238, 0.228, -0.328], [-0.194, -0.053, -0.048], [-0.549, 0.236, 0.003], [0.050, 0.029, -0.137], [0.717, -0.259, 0.060], [0.394, 0.001, -0.605], [-0.175, 0.049, 0.312], [0.035, -0.211, -0.038], [-0.204, -0.201, -0.175], [0.132, -0.381, -0.027], [-0.072, 0.815, 0.093], [0.036, -0.107, 0.004], [-0.245, 0.161, -0.256], [0.105, 0.047, 0.151], [-0.133, -0.433, -0.663], [0.481, -0.234, 0.104], [0.173, -0.775, -0.178], [-0.530, 0.008, 0.376], [1.073, -0.095, 0.203], [0.507, -1.708, -0.323], [0.233, 0.520, -0.072], [-1.361, 0.079, -1.428], [0.884, 0.715, 1.372], [0.448, -0.370, -0.690], [0.903, 0.264, 0.121], [-1.517, 0.389, 0.263], [0.038, 0.018, -0.079], [0.011, 0.187, -0.123], [0.030, -0.083, 0.241], [0.324, 0.419, 0.176], [-0.869, 0.130, -0.035], [-0.010, 0.120, 0.071], [0.053, -0.140, 0.063], [-0.170, 0.087, -0.179], [-0.295, 0.264, 0.029], [-0.214, -0.172, 0.052], [-0.300, -0.194, -0.126], [0.089, -0.052, 0.051], [0.170, -0.162, -0.217], [-0.146, -0.236, 0.356], [0.089, 0.041, -0.081], [-0.042, 0.047, 0.111], [0.273, -0.452, -0.079], [0.843, 0.503, -0.116], [-0.370, 1.702, 0.476], [0.384, 0.007, 0.362], [-0.764, 0.316, -0.604], [-0.319, -1.203, 0.065], [1.477, 0.436, 0.938], [-1.102, -1.028, -0.228], [0.900, 0.396, -1.282], [-0.172, 0.213, -0.017], [-0.376, -0.526, 0.584], [-0.163, 0.120, 0.058], [0.139, -0.397, -0.081], [-0.074, 0.190, 0.324], [-0.018, -0.501, 0.023], [0.343, -0.602, -0.662], [0.071, 0.579, -0.143], [-0.455, 0.010, -0.133], [0.116, -0.230, -0.408], [0.334, -0.455, 0.307], [0.563, 0.187, 0.354], [0.210, 0.425, -0.010], [-0.085, -0.418, -0.004], [0.319, 0.136, -0.102], [-0.412, 1.008, 0.541], [-0.054, -0.176, 0.391], [0.144, 0.022, -0.225], [-0.351, -0.324, -0.439], [0.173, 0.025, -0.380], [-0.753, -0.774, 1.000], [2.216, -0.126, 0.247], [-0.412, 0.049, 0.016], [-0.474, 0.046, -0.126], [-0.729, 0.654, -1.080], [-0.249, -0.513, -0.637], [-0.676, 0.104, 0.060], [1.771, 1.023, 0.773], [-0.348, 0.141, 0.491], [-0.795, -0.993, -0.340], [-0.494, 1.733, -1.755], [0.026, -0.762, 0.518], [-0.094, 1.452, -0.147], [1.827, -2.121, 0.694], [-1.204, -0.605, 0.924], [0.296, 0.222, 0.070], [-1.573, 1.283, 1.443], [0.314, 0.016, -0.345], [-0.252, -0.744, -1.364], [0.793, -0.807, 0.091], [0.208, 0.794, -0.535], [-0.315, -0.242, 0.612], [0.069, -0.171, 0.193], [-0.471, -0.028, -0.988], [0.615, -0.691, 1.172]],
  "mulliken_charge": [-1.693, 0.237, -0.389, 1.246, -0.160, 0.248, -0.277, 0.554, 0.548, 0.489, 0.346, -0.249, 0.455, -1.474, 0.742, -0.781, 0.673, -1.403, -0.483, -0.730, -0.682, -0.744, 0.351, 0.434, 0.305, 0.493, -0.250, -0.063, 0.495, 0.605, 0.141, 0.494, 0.455, 0.317, 0.323, 0.366, 0.279, 0.454, 0.233, 0.525, -1.571, -0.013, -0.788, 0.381, -1.151, -0.541, -0.677, 0.332, -0.776, 0.371, 0.397, 0.352, 0.300, 0.324, 0.383, 0.476, 0.536, 0.119, 0.376, 0.373, 0.445, 0.259, 0.398, -0.611, 0.285, 0.564, 0.384, -0.694, 0.551, -0.831, 0.411, -0.914, -0.803, -0.664, -0.708, -0.548, -0.131, 0.544, -0.190, -0.311, 0.319, 0.540, 0.290, 0.370, 0.398, 0.294, 0.350, 0.480, 0.319, 0.418, 0.324, 0.355, 0.463, 0.283, -0.787, -0.136, -0.729, 0.257, -0.973, -0.518, -0.674, -0.622, -0.641, -0.227, 0.791, 0.113, 0.098, 0.272, 0.321, 0.360, 0.340, 0.380, 0.418, 0.566, 0.185, 0.305, 0.406, 0.281, 0.384, 0.418, 0.424, 0.133, -0.192, -0.317, -0.341, -0.377, -0.083, -0.317, -0.350, -0.270, -0.168, 0.159, -0.134, -0.383, -0.374, -0.370, 0.149, -0.153, -0.363, -0.193, -0.362, 0.547, -0.406, -0.329, -0.369, -0.419],
  "total_energy_ev": -104848.689,
  "lumo_ha": -0.0284,
  "e_homo_ha": -0.3296,
  "homo_lumo_gap_ev": 8.2
}